Computed, not measured: a 2-piece molecular cluster, C4H11S overall, with ωB97M-V with the def2-TZVPD basis set.

Orbital gap: 6.16 eV
HOMO energy: -2.248 eV
Net charge: -1
Relative energy (zero: lowest compared OMol25 entry of this formula, charge and spin): 11.9 kcal per mole
E_tot: -557.203719 Ha

Structure (XYZ):
```
16
C4H11S ωB97M-V with the def2-TZVPD basis set
C 2.110 0.307 0.829
C 2.105 -0.579 -0.404
H 2.972 0.968 0.851
H 1.198 0.877 0.991
H 2.170 -0.316 1.717
H 2.266 -0.025 -1.330
H 1.143 -1.080 -0.505
H 2.889 -1.336 -0.338
C -2.596 -0.417 -0.512
C -1.633 0.698 -0.069
S -1.617 0.964 1.716
H -2.273 -1.370 -0.095
H -3.593 -0.186 -0.160
H -2.601 -0.532 -1.606
H -0.639 0.434 -0.452
H -1.902 1.592 -0.633
```

Atom charges from the Mulliken analysis, given in e for atoms 1 to 4: atom 1 (C): -0.65, atom 2 (C): -0.82, atom 3 (H): 0.28, atom 4 (H): 0.14

***

Computed, not measured: a 2-piece molecular cluster, C4H11S overall at a distorted geometry, with ωB97M-V with the def2-TZVPD basis set.

Orbital gap: 4.96 eV
HOMO energy: -2.064 eV
Net charge: -1
Relative energy (zero: lowest compared OMol25 entry of this formula, charge and spin): 25.5 kcal per mole
E_tot: -557.182187 Ha

Structure (XYZ):
```
16
C4H11S ωB97M-V with the def2-TZVPD basis set
C 1.609 0.536 4.471
C 2.165 -0.896 4.512
H 1.442 0.965 5.452
H 0.864 0.569 3.682
H 2.412 1.135 4.028
H 1.881 -1.392 3.582
H 3.251 -0.960 4.561
H 1.744 -1.546 5.280
C -1.534 -0.427 -4.709
C -2.396 0.717 -4.185
S -1.400 2.082 -3.411
H -0.884 -0.077 -5.512
H -2.138 -1.181 -5.256
H -1.078 -1.036 -3.927
H -3.132 0.358 -3.470
H -2.807 1.152 -5.098
```

Atom charges from the Mulliken analysis, given in e for atoms 1 to 4: atom 1 (C): -0.76, atom 2 (C): -0.82, atom 3 (H): 0.29, atom 4 (H): 0.27

***

Computed, not measured: an isolated ion of composition C4H11S and charge +1 at a distorted geometry, with ωB97M-V with the def2-TZVPD basis set.

Orbital gap: 8.98 eV
HOMO energy: -13.036 eV
Net charge: +1
Relative energy (zero: lowest compared OMol25 entry of this formula, charge and spin): 74.0 kcal per mole
E_tot: -556.764932 Ha

Structure (XYZ):
```
16
C4H11S ωB97M-V with the def2-TZVPD basis set
C -1.818 0.416 -0.825
C 0.300 1.357 0.775
C -0.255 -1.460 0.940
C 1.347 -0.132 -1.090
S -0.314 -0.044 -0.294
H -2.155 1.340 -1.189
H -2.572 -0.411 -1.138
H 1.056 0.872 1.503
H -0.564 1.707 1.294
H 0.708 2.187 0.217
H 0.508 -2.079 0.617
H -1.132 -2.015 0.919
H -0.113 -1.066 1.926
H 1.823 0.802 -1.103
H 1.143 -0.606 -2.128
H 2.040 -0.867 -0.424
```

Atom charges from the Mulliken analysis, given in e for atoms 1 to 4: atom 1 (C): -0.84, atom 2 (C): -1.16, atom 3 (C): -0.93, atom 4 (C): -0.97

***

Computed, not measured: a 2-piece molecular cluster, C4H11S2 overall at a distorted geometry, with ωB97M-V with the def2-TZVPD basis set.

Orbital gap (spin up / spin down): 9.23 / 6.34 eV
HOMO energy (spin up / spin down): -8.362 / -8.358 eV
2S+1: 2
Relative energy (zero: lowest compared OMol25 entry of this formula, charge and spin): 28.8 kcal per mole
Expectation value of S²: 0.75
E_tot: -955.270765 Ha

Structure (XYZ):
```
17
C4H11S2 ωB97M-V with the def2-TZVPD basis set
C 0.971 -3.116 0.201
S 1.831 -1.764 1.134
C 0.368 -0.752 1.209
H 0.340 -2.467 -0.478
H 1.867 -3.634 -0.182
H 0.422 -3.814 0.920
H -0.285 -1.194 1.863
H 0.109 -0.437 0.164
H 0.632 0.244 1.697
C -0.069 2.981 -1.589
C -1.450 2.638 -1.005
S -1.749 0.863 -0.510
H 0.202 2.015 -1.995
H -0.197 3.821 -2.295
H 0.579 3.205 -0.682
H -1.701 3.202 -0.092
H -2.188 2.958 -1.801
```

Atom charges from the Mulliken analysis, given in e for atoms 1 to 4: atom 1 (C): -0.69, atom 2 (S): -0.07, atom 3 (C): -0.76, atom 4 (H): 0.21

***

Computed, not measured: a 2-piece molecular cluster, C4H12 overall at a distorted geometry, with ωB97M-V with the def2-TZVPD basis set.

Orbital gap (spin up / spin down): 2.79 / 12.29 eV
HOMO energy (spin up / spin down): 1.598 / -7.782 eV
Net charge: -1
2S+1: 2
Relative energy (zero: lowest compared OMol25 entry of this formula, charge and spin): 6.2 kcal per mole
Expectation value of S²: 0.75
E_tot: -159.520318 Ha

Structure (XYZ):
```
16
C4H12 ωB97M-V with the def2-TZVPD basis set
C -0.166 2.291 -0.050
C 0.604 1.887 1.209
H -1.051 1.654 -0.132
H -0.512 3.322 0.067
H 0.424 2.248 -0.965
H 1.574 2.398 1.163
H 0.802 0.832 1.383
H 0.134 2.253 2.111
C 0.000 -1.940 0.116
C -0.524 -2.195 -1.288
H 1.099 -1.936 0.028
H -0.297 -1.028 0.617
H -0.161 -2.804 0.769
H -0.253 -1.459 -2.045
H -1.595 -2.398 -1.306
H -0.079 -3.121 -1.675
```

Atom charges from the Mulliken analysis, given in e for atoms 1 to 4: atom 1 (C): -1.74, atom 2 (C): -1.35, atom 3 (H): 0.64, atom 4 (H): 0.33

***

Computed, not measured: a 2-piece molecular cluster, C4H12 overall at a distorted geometry, with ωB97M-V with the def2-TZVPD basis set.

Orbital gap (spin up / spin down): 2.81 / 12.14 eV
HOMO energy (spin up / spin down): 1.576 / -7.764 eV
Net charge: -1
2S+1: 2
Relative energy (zero: lowest compared OMol25 entry of this formula, charge and spin): 5.8 kcal per mole
Expectation value of S²: 0.75
E_tot: -159.520948 Ha

Structure (XYZ):
```
16
C4H12 ωB97M-V with the def2-TZVPD basis set
C 2.432 -0.100 -0.483
C 1.771 -0.740 0.748
H 2.979 0.812 -0.227
H 3.160 -0.779 -0.946
H 1.713 0.114 -1.268
H 2.170 -0.327 1.682
H 0.715 -0.490 0.749
H 1.945 -1.810 0.780
C -1.806 1.061 0.055
C -2.370 -0.306 -0.320
H -0.989 1.083 0.773
H -1.479 1.598 -0.832
H -2.560 1.738 0.480
H -2.632 -0.881 0.578
H -3.350 -0.138 -0.782
H -1.699 -0.836 -0.986
```

Atom charges from the Mulliken analysis, given in e for atoms 1 to 4: atom 1 (C): -1.38, atom 2 (C): 0.02, atom 3 (H): 0.42, atom 4 (H): 0.26

***

Computed, not measured: a 2-piece molecular cluster, C4H12 overall at a distorted geometry, with ωB97M-V with the def2-TZVPD basis set.

Orbital gap (spin up / spin down): 2.85 / 11.61 eV
HOMO energy (spin up / spin down): 1.443 / -7.302 eV
Net charge: -1
2S+1: 2
Relative energy (zero: lowest compared OMol25 entry of this formula, charge and spin): 49.3 kcal per mole
Expectation value of S²: 0.75
E_tot: -159.451548 Ha

Structure (XYZ):
```
16
C4H12 ωB97M-V with the def2-TZVPD basis set
C -1.984 -0.148 2.219
C -1.679 -0.998 0.891
H -3.061 -0.391 2.429
H -1.607 -0.663 3.051
H -2.005 0.778 2.429
H -0.620 -1.243 0.771
H -1.966 -0.232 0.094
H -2.034 -1.990 1.074
C 1.328 1.146 -1.504
C 2.346 0.030 -1.720
H 1.972 2.015 -1.170
H 0.726 1.313 -2.416
H 0.778 0.985 -0.553
H 3.457 0.311 -1.345
H 2.084 -0.740 -0.950
H 2.210 -0.328 -2.730
```

Atom charges from the Mulliken analysis, given in e for atoms 1 to 4: atom 1 (C): -2.31, atom 2 (C): -2.51, atom 3 (H): 0.50, atom 4 (H): 0.57

***

Computed, not measured: a 2-piece molecular cluster, C4H12 overall at a distorted geometry, with ωB97M-V with the def2-TZVPD basis set.

Orbital gap: 12.26 eV
HOMO energy: -11.162 eV
Structure (SMILES): CC.CC
Relative energy (zero: lowest compared OMol25 entry of this formula, charge and spin): 26.4 kcal per mole
E_tot: -159.542900 Ha

Structure (XYZ):
```
16
C4H12 ωB97M-V with the def2-TZVPD basis set
C -2.434 -1.285 -0.099
C -1.782 0.049 0.178
H -3.442 -1.366 0.350
H -2.682 -1.604 -1.118
H -1.724 -1.980 0.329
H -1.627 0.632 -0.738
H -0.794 -0.050 0.599
H -2.440 0.596 0.854
C 2.832 0.231 0.140
C 1.440 1.031 -0.178
H 3.018 0.671 1.123
H 2.621 -0.818 0.306
H 3.467 0.348 -0.711
H 0.643 0.348 -0.063
H 1.382 2.019 0.279
H 1.521 1.180 -1.252
```

Atom charges from the Mulliken analysis, given in e for atoms 1 to 4: atom 1 (C): -0.83, atom 2 (C): -0.68, atom 3 (H): 0.25, atom 4 (H): 0.28

***

Computed, not measured: a 2-piece molecular cluster, C4H12 overall at a distorted geometry, with ωB97M-V with the def2-TZVPD basis set.

Orbital gap: 12.89 eV
HOMO energy: -11.721 eV
Structure (SMILES): CC.CC
Relative energy (zero: lowest compared OMol25 entry of this formula, charge and spin): 6.7 kcal per mole
E_tot: -159.574335 Ha

Structure (XYZ):
```
16
C4H12 ωB97M-V with the def2-TZVPD basis set
C -1.314 1.996 -0.405
C -1.714 0.699 -1.129
H -2.078 2.299 0.310
H -0.458 1.817 0.247
H -1.159 2.789 -1.129
H -0.813 0.445 -1.676
H -2.598 0.895 -1.732
H -1.977 -0.147 -0.495
C 2.155 -1.647 1.001
C 0.846 -1.021 0.478
H 2.956 -1.657 0.273
H 2.518 -1.170 1.911
H 1.998 -2.683 1.274
H 0.623 -0.110 1.027
H 0.031 -1.726 0.618
H 0.984 -0.779 -0.572
```

Atom charges from the Mulliken analysis, given in e for atoms 1 to 4: atom 1 (C): -0.78, atom 2 (C): -0.75, atom 3 (H): 0.27, atom 4 (H): 0.22

***

Computed, not measured: a 2-piece molecular cluster, C4H12 overall at a distorted geometry, with ωB97M-V with the def2-TZVPD basis set.

Orbital gap: 12.61 eV
HOMO energy: -11.483 eV
Structure (SMILES): CC.CC
Relative energy (zero: lowest compared OMol25 entry of this formula, charge and spin): 7.0 kcal per mole
E_tot: -159.573860 Ha

Structure (XYZ):
```
16
C4H12 ωB97M-V with the def2-TZVPD basis set
C -1.515 -0.307 2.060
C -0.327 -1.270 1.943
H -1.274 0.697 1.698
H -2.402 -0.704 1.572
H -1.788 -0.219 3.106
H -0.038 -1.458 0.895
H -0.659 -2.246 2.279
H 0.531 -0.819 2.451
C 1.619 0.473 -1.829
C 0.244 1.047 -2.150
H 2.255 1.282 -1.466
H 1.572 -0.359 -1.141
H 2.213 0.194 -2.711
H -0.575 0.421 -1.802
H 0.107 1.251 -3.209
H 0.036 2.016 -1.696
```

Atom charges from the Mulliken analysis, given in e for atoms 1 to 4: atom 1 (C): -0.89, atom 2 (C): -0.71, atom 3 (H): 0.27, atom 4 (H): 0.28

***

Computed, not measured: a 2-piece molecular cluster, C4H12 overall at a distorted geometry, with ωB97M-V with the def2-TZVPD basis set.

Orbital gap: 12.64 eV
HOMO energy: -11.493 eV
Structure (SMILES): CC.CC
Relative energy (zero: lowest compared OMol25 entry of this formula, charge and spin): 8.4 kcal per mole
E_tot: -159.571634 Ha

Structure (XYZ):
```
16
C4H12 ωB97M-V with the def2-TZVPD basis set
C 0.933 1.768 -1.663
C 1.466 0.431 -1.093
H 0.549 1.664 -2.680
H 0.048 2.108 -1.117
H 1.714 2.517 -1.642
H 0.762 -0.021 -0.408
H 2.484 0.549 -0.732
H 1.509 -0.278 -1.929
C -1.308 -1.500 0.794
C -1.110 -0.642 2.030
H -2.338 -1.624 0.456
H -0.605 -1.239 0.014
H -1.054 -2.544 1.006
H -1.182 0.419 1.778
H -1.795 -0.891 2.832
H -0.072 -0.718 2.354
```

Atom charges from the Mulliken analysis, given in e for atoms 1 to 4: atom 1 (C): -0.83, atom 2 (C): -0.28, atom 3 (H): 0.26, atom 4 (H): 0.27

***

Computed, not measured: a 2-piece molecular cluster, C4H12 overall at a distorted geometry, with ωB97M-V with the def2-TZVPD basis set.

Orbital gap: 12.56 eV
HOMO energy: -11.377 eV
Structure (SMILES): CC.CC
Relative energy (zero: lowest compared OMol25 entry of this formula, charge and spin): 7.1 kcal per mole
E_tot: -159.573702 Ha

Structure (XYZ):
```
16
C4H12 ωB97M-V with the def2-TZVPD basis set
C 0.366 2.504 -1.745
C -0.309 1.248 -1.178
H 0.088 2.715 -2.771
H 0.259 3.342 -1.072
H 1.450 2.338 -1.684
H 0.315 0.396 -1.417
H -0.462 1.317 -0.097
H -1.313 1.060 -1.559
C 0.477 -1.474 1.036
C -0.569 -2.242 1.809
H 1.378 -1.338 1.644
H 0.778 -2.006 0.139
H 0.190 -0.432 0.843
H -0.274 -3.293 1.894
H -1.567 -2.290 1.362
H -0.808 -1.846 2.797
```

Atom charges from the Mulliken analysis, given in e for atoms 1 to 4: atom 1 (C): -0.91, atom 2 (C): -0.73, atom 3 (H): 0.28, atom 4 (H): 0.28

***

Q: What is the relative energy (zero: lowest compared OMol25 entry of this formula, charge and spin) in the ninth record?
A: 6.7 kcal per mole